This record from the OMol25 dataset describes a cluster of 2 separate species, C9H9ClN2Se in total in a non-equilibrium geometry. The level of theory is wB97M-V/def2-TZVPD.

XYZ file:
```
22
Properties=species:S:1:pos:R:3:forces:R:3:mulliken_charge:R:1
C -1.795640 -0.436536 -0.040711 1.2 2.7 -0.7 -0.645
C -0.832248 1.352626 -1.324074 0.4 0.7 0.0 -0.416
C -3.030575 -0.172200 -0.499970 -0.6 0.1 -1.5 -0.822
C -2.090248 1.636801 -1.829027 -1.2 -0.3 0.0 -0.642
C -0.683937 0.367436 -0.385029 -1.1 -3.2 0.7 0.569
C -3.176057 0.839514 -1.432100 0.7 1.0 -0.3 0.531
C 3.000827 -0.268590 1.188140 0.0 0.6 0.6 -0.334
C 2.575659 -1.651704 1.523959 -0.5 -1.8 0.3 -0.562
C 0.587496 -0.202058 0.115168 -0.2 1.9 2.7 -0.088
N 2.784715 0.111768 -0.132690 3.2 0.7 -0.7 -0.610
N 1.674013 0.215662 -0.601736 -2.3 0.1 -0.9 0.066
Cl -4.704282 1.228989 -2.136808 -0.3 -0.2 0.0 -0.211
Se 0.756240 -2.010049 0.889892 -0.5 0.4 -1.0 0.143
H -1.681021 -1.128249 0.698067 0.3 -2.1 1.7 0.465
H 0.062348 1.890367 -1.581183 0.0 0.3 -0.4 0.469
H -3.790057 -0.884068 -0.331644 -1.1 -0.3 0.5 0.395
H -2.368848 2.439306 -2.523290 0.8 -0.3 0.2 0.374
H 2.207706 0.283219 1.853450 1.3 0.6 -0.5 0.004
H 4.098480 -0.117921 1.217758 -0.7 0.0 1.4 0.318
H 3.253349 -2.355226 0.964474 -0.7 0.2 1.4 0.362
H 2.331396 -1.759329 2.622361 1.6 -0.3 -1.1 0.373
H 0.820687 0.620243 1.744993 -0.3 -0.9 -2.5 0.260
```
Forces are in eV/Å.

Properties
* energy: -3319.2836 a.u.
* ΔE to the lowest compared entry with this formula, charge and spin: 2.370 eV
* strongest force on any atom: 3.46 eV/A
* frontier orbital gap (spin up / spin down): 7.520 / 7.521 eV

***

This record from the OMol25 dataset describes a structure of composition C9H9CrO5S4Sb in a non-equilibrium geometry. The level of theory is wB97M-V/def2-TZVPD.

XYZ file:
```
29
Properties=species:S:1:pos:R:3:forces:R:3:lowdin_spin:R:1
Cr 1.641647 -1.239344 -0.237076 1.0 -0.5 -0.8 3.741
C -1.533303 2.032588 4.488338 -1.5 -0.6 -0.6 0.000
O -2.320546 2.203925 3.240039 0.9 -0.2 2.0 0.001
C -1.783991 1.706610 2.103841 2.4 -0.3 0.4 0.004
C -2.430364 2.095362 0.945111 -0.4 -0.3 -0.6 0.003
C -1.957902 1.611687 -0.266960 -1.4 0.7 -1.3 0.004
C -0.803731 0.855877 -0.441143 0.5 -0.2 1.4 0.008
C -0.446192 0.231717 -1.721544 1.1 -1.5 0.6 0.029
C -1.321342 0.499936 -2.910727 -0.4 0.2 0.1 0.003
O 0.483807 -0.632041 -1.864789 -2.2 2.2 0.9 0.017
C -0.023889 0.709825 0.804482 2.5 0.0 -2.3 0.017
O 1.262289 0.452568 0.760031 -1.4 -0.6 -0.1 0.047
C -0.528320 1.037069 2.039919 -2.8 0.4 1.3 0.004
H -2.087815 2.626884 5.239003 0.2 -0.5 -0.4 0.000
H -0.528041 2.437058 4.408130 0.1 -0.1 -0.3 0.000
H -1.504223 0.938415 4.779047 0.0 1.3 -0.3 0.000
H -3.311705 2.719459 1.084568 0.1 -0.2 -0.5 0.000
H -2.537236 1.876800 -1.182902 0.4 -0.2 0.9 0.000
H -1.571543 1.560955 -2.964649 0.0 -0.1 -0.2 0.000
H -2.274040 -0.057701 -2.835873 0.5 0.2 0.1 0.001
H -0.808941 0.179521 -3.803716 0.2 -0.1 -0.2 0.000
H 0.017403 0.654555 2.902883 -0.1 0.5 -0.2 0.000
S 3.317682 -5.769525 -3.717634 -0.2 -0.2 0.2 0.001
Sb 4.718039 -3.961654 -3.655925 0.4 -0.3 -1.3 0.002
S 3.069970 -2.120181 -2.117499 -0.1 -0.6 0.5 0.024
S 2.704584 -3.863717 -1.035399 0.1 1.7 2.2 0.027
S 4.809179 -3.371558 -5.927867 0.2 0.2 0.7 -0.002
O 2.601899 -2.095760 1.181168 -0.6 0.2 -0.4 0.034
O 3.146626 -3.319332 0.707140 0.2 -1.1 -1.6 0.033
```
Forces are in eV/Å.

Properties
* 2S+1: 5
* charge: -2
* energy: -3602.0051 a.u.
* strongest force on any atom: 3.41 eV/A
* frontier orbital gap (spin up / spin down): 4.364 / 4.408 eV

***

This record from the OMol25 dataset describes the molecule C9H9F in a non-equilibrium geometry. The level of theory is wB97M-V/def2-TZVPD.

XYZ file:
```
19
Properties=species:S:1:pos:R:3:forces:R:3:mulliken_charge:R:1
C -3.086045 0.461096 0.758166 -0.8 0.3 0.5 0.234
C -2.010370 0.438442 0.282618 2.1 -0.5 -1.3 -1.771
C -0.650520 0.452218 -0.223799 0.4 -0.9 -1.2 1.814
F -0.632006 0.441478 -1.683617 -0.6 -0.2 0.8 -0.355
C -0.031598 1.784995 0.086306 0.4 -0.4 0.8 -0.832
C 1.294244 1.838616 0.182390 -1.8 0.5 0.4 -0.374
C 2.063642 0.674982 0.077570 4.5 -1.9 -2.3 -0.329
C 1.607403 -0.559445 -0.137902 0.5 -1.6 2.4 -0.574
C 0.169795 -0.854704 0.196752 -0.7 2.1 -1.8 0.189
C -0.299364 -2.119404 -0.488928 0.9 0.8 0.6 -1.448
H -3.943434 0.789035 1.216749 -1.6 0.1 0.7 0.535
H -0.668084 2.638475 0.278716 -0.1 0.0 -0.3 0.375
H 1.771996 2.751640 0.367758 0.6 1.2 0.2 0.468
H 3.201444 0.763109 -0.134327 -1.9 0.2 0.7 0.231
H 2.310645 -1.470429 -0.128015 -1.0 1.6 -0.5 0.205
H -0.022791 -0.938575 1.227905 0.3 -0.1 1.7 0.482
H -0.131743 -1.881854 -1.519351 -0.1 -0.8 -0.9 0.383
H -1.327689 -2.330610 -0.282714 -0.6 -0.3 0.1 0.388
H 0.384480 -2.879058 -0.076276 -0.5 -0.2 -0.6 0.381
```
Forces are in eV/Å.

Properties
* energy: -448.0723 a.u.
* ΔE to the lowest compared entry with this formula, charge and spin: 0.220 eV
* strongest force on any atom: 5.37 eV/A
* frontier orbital gap: 9.149 eV

***

This record from the OMol25 dataset describes a structure of composition C9H9FeI2NO4PmS2 in a non-equilibrium geometry. The level of theory is wB97M-V/def2-TZVPD.

XYZ file:
```
29
Properties=species:S:1:pos:R:3:forces:R:3:lowdin_spin:R:1
I 3.714115 1.646524 0.713074 2.2 1.1 0.5 0.903
I -3.491523 0.832592 1.148572 -1.5 0.5 0.9 0.961
Fe -1.561598 -0.048411 0.185584 0.6 -0.9 0.9 2.136
Pm 1.252065 0.408828 0.166487 0.9 -1.4 1.6 4.205
S -0.465230 2.193550 -0.208474 -1.8 0.3 0.6 0.528
C 1.851404 0.078039 -2.200504 1.8 0.2 -6.0 -0.004
C 2.397874 -1.796237 -0.046591 3.0 -5.1 0.9 0.014
C -0.406400 2.974281 -1.825130 0.7 -0.1 -1.2 0.081
C -1.620939 3.900544 -1.535451 0.0 -0.2 1.3 0.132
C -0.670164 2.082406 -3.029426 0.1 -0.2 -0.3 0.007
C 0.904208 3.762825 -1.946214 -0.3 0.3 0.2 0.015
C -1.761212 -1.930821 0.610195 -2.9 -4.7 1.3 -0.049
C -2.053178 -0.422416 -1.554543 -3.6 -1.4 -6.4 0.010
O 2.913033 -2.796707 0.195265 -2.1 3.9 -1.1 0.008
O 2.190341 0.122876 -3.297365 -1.3 -0.4 4.4 0.004
O -2.134423 -3.021659 0.863293 1.3 4.8 -1.6 -0.025
O -2.651771 -0.607661 -2.535104 3.0 0.8 4.6 0.025
H -1.800550 4.478804 -2.428926 0.0 0.3 -0.7 0.037
H -1.387769 4.548946 -0.698621 -0.2 0.5 0.0 0.002
H -2.488032 3.296496 -1.294310 -0.5 0.2 -0.2 0.003
H -0.131652 2.510278 -3.891845 -0.3 -0.1 0.2 0.001
H -1.733900 2.055931 -3.261732 0.0 -0.1 -0.1 0.001
H -0.306454 1.050512 -2.918742 -0.1 0.3 0.0 0.001
H 0.824303 4.392975 -2.846497 0.1 -0.1 0.3 0.001
H 1.769362 3.105732 -2.054450 0.0 -0.1 -0.2 0.004
H 1.055628 4.399598 -1.073871 0.1 0.2 -0.1 0.001
S 0.049867 -1.494194 1.625118 1.3 1.2 0.4 -0.007
C 0.438997 -2.806859 2.592953 -0.5 -1.1 1.1 0.005
N 0.596779 -3.656706 3.381400 -0.1 1.1 -1.2 0.000
```
Forces are in eV/Å.

Properties
* 2S+1: 10
* charge: +4
* energy: -3965.9081 a.u.
* strongest force on any atom: 7.49 eV/A
* frontier orbital gap (spin up / spin down): 7.012 / 5.083 eV

***

This record from the OMol25 dataset describes a structure of composition C9H9GaI2IrNO4S2 in a non-equilibrium geometry. The level of theory is wB97M-V/def2-TZVPD.

XYZ file:
```
29
Properties=species:S:1:pos:R:3:forces:R:3:lowdin_spin:R:1
I 3.867262 -1.423340 0.757367 0.4 -2.0 0.2 1.369
I 4.041692 1.379239 0.707973 0.6 1.9 -0.1 1.542
Ir -0.137568 1.526189 1.564978 -0.1 -1.3 0.0 0.714
Ga 0.317944 -1.515335 1.400860 -0.5 2.0 -0.2 0.019
S 0.803213 0.139087 -0.111032 0.6 -0.7 0.8 0.068
C -1.183193 -2.723906 0.065656 -1.8 -4.2 -1.7 0.004
C -0.297272 -2.773792 2.867046 -2.6 -4.8 5.0 0.001
C 0.057474 0.020893 -1.858194 -0.8 -0.4 -0.9 0.001
C 0.585625 1.270679 -2.567465 0.2 0.1 0.9 0.000
C -1.463899 -0.008011 -1.720290 0.7 0.2 -0.2 0.002
C 0.598100 -1.255936 -2.512069 0.3 0.4 0.6 0.001
C -0.523296 2.739411 2.925163 -1.1 5.4 6.4 0.012
C -1.053074 2.584490 0.319969 -2.0 6.5 -5.5 0.028
O -0.761150 -3.444694 3.692541 2.5 3.7 -4.4 0.000
O -1.670317 -3.621773 -0.462183 1.8 3.8 2.0 0.000
O -0.655557 3.472097 3.832823 0.6 -3.8 -4.8 -0.002
O -1.422966 3.402882 -0.453342 1.6 -5.0 4.5 0.023
H 0.217732 1.244675 -3.594692 0.0 0.0 0.0 0.000
H 1.681168 1.290789 -2.581482 -0.2 0.0 -0.2 0.000
H 0.220613 2.184817 -2.092843 0.0 0.0 -0.2 0.000
H -1.839573 -0.028292 -2.746596 -0.3 0.0 0.2 0.001
H -1.830114 0.883747 -1.211941 -0.2 -0.2 -0.2 0.000
H -1.784144 -0.907332 -1.193712 -0.3 0.1 -0.2 0.000
H 0.220360 -1.265484 -3.536746 0.1 -0.1 0.0 0.000
H 0.244016 -2.146538 -1.993871 0.0 -0.1 -0.2 0.000
H 1.694620 -1.266630 -2.535254 -0.2 0.0 -0.2 0.002
S -0.005592 -0.001171 5.802808 0.0 0.7 -2.8 0.142
C 0.016665 0.159501 4.235684 0.0 -1.4 3.9 -0.002
N 0.061243 0.083752 2.998838 0.6 -0.6 -2.6 0.075
```
Forces are in eV/Å.

Properties
* 2S+1: 5
* charge: +4
* energy: -4123.0735 a.u.
* ΔE to the lowest compared entry with this formula, charge and spin: 0.000 eV
* strongest force on any atom: 8.72 eV/A
* frontier orbital gap (spin up / spin down): 5.823 / 5.638 eV

***

This record from the OMol25 dataset describes a structure of composition C9H9HfNO4 in a non-equilibrium geometry. The level of theory is wB97M-V/def2-TZVPD.

XYZ file:
```
24
Properties=species:S:1:pos:R:3:forces:R:3:mulliken_charge:R:1
C 3.794276 -1.653839 0.441572 -0.4 -0.7 -0.2 0.316
C 3.048164 -0.936209 -0.231895 0.3 0.2 0.3 -0.601
C 2.276264 0.056085 -0.907237 -0.2 0.5 0.3 -0.234
C 1.580077 1.030637 0.108957 -0.4 -1.6 -0.4 -0.239
C 0.296390 0.454901 0.808675 0.0 1.1 -0.3 -0.953
C -1.123964 0.834214 0.358307 0.5 -1.0 0.2 0.237
O -1.883959 0.611527 1.529165 -0.8 -0.1 0.4 -0.347
C -3.144206 0.175152 1.229630 0.7 0.3 0.6 0.498
O -4.019324 0.012940 1.993679 0.1 0.0 -0.5 -0.122
O -3.166348 -0.078154 -0.144022 -0.4 -0.5 -0.1 -0.310
C -1.886752 -0.095980 -0.646306 -1.4 1.7 0.7 0.164
O -1.367722 -1.451018 -0.671738 0.6 0.1 -0.7 -0.198
C -2.219802 -2.371496 -0.745121 -0.1 0.0 0.8 0.504
N -3.060414 -3.173022 -0.515057 -0.3 -0.6 -0.3 0.062
H 4.307669 -2.468287 0.934439 0.3 0.1 0.2 0.449
H 3.019692 0.647509 -1.483017 0.2 -0.2 -0.1 0.441
H 1.606176 -0.404280 -1.633395 -0.1 -0.1 -0.1 0.430
H 2.290295 1.262282 0.901929 0.1 0.6 -0.1 0.617
H 1.429672 2.079550 -0.431517 0.0 -0.3 0.7 -0.196
H 0.339762 -0.628487 0.883310 0.4 -0.1 -0.1 0.637
H 0.358155 0.838302 1.828678 -0.1 0.0 0.1 0.328
H -1.256354 1.899769 0.098918 0.1 -0.2 -0.4 0.595
H -2.038205 0.283554 -1.664674 0.6 -0.4 -0.3 0.397
Hf 0.820457 3.074339 -2.043269 0.2 1.0 -0.6 1.524
```
Forces are in eV/Å.

Properties
* charge: +4
* energy: -749.5901 a.u.
* strongest force on any atom: 2.33 eV/A
* frontier orbital gap: 2.409 eV

***

This record from the OMol25 dataset describes a structure of composition C9H9HgN3O5 in a non-equilibrium geometry. The level of theory is wB97M-V/def2-TZVPD.

XYZ file:
```
27
Properties=species:S:1:pos:R:3:forces:R:3:mulliken_charge:R:1
Hg 1.132204 -1.272113 -0.872918 0.2 0.1 -1.1 1.783
O 3.691248 -1.173508 1.687319 -1.7 -0.5 -2.5 -0.067
C 3.027965 -1.354169 0.778704 2.1 0.5 2.5 0.102
C -0.541635 -1.493923 -2.877705 -3.3 -0.4 -3.1 0.125
O -1.398299 -1.495478 -3.651742 3.4 0.1 3.1 -0.102
C -0.155763 -3.237358 0.287045 -0.4 -0.4 0.3 0.097
O -0.875390 -3.712957 1.000306 0.3 0.1 -0.4 -0.049
C 2.602385 0.159402 -2.501289 1.7 2.0 -1.5 0.123
O 3.196195 0.927640 -3.101403 -1.8 -2.2 1.7 -0.064
H 2.518821 -3.160153 -1.646186 -0.3 0.0 -0.4 0.034
H 1.985973 -3.186724 -2.195962 0.3 0.0 0.3 0.024
C -1.737673 3.030577 -0.756717 -0.3 0.4 -0.1 -0.821
N -1.310493 1.931487 0.106929 0.6 -0.7 0.2 0.046
C -1.624170 1.888414 1.444974 0.0 -0.2 0.0 0.075
C -1.201431 0.897938 2.287741 0.4 0.0 -0.1 -1.152
C -0.343606 -0.058747 1.659409 -0.1 -1.2 2.1 1.329
N -0.105116 -0.040370 0.375129 0.5 0.1 -0.3 -0.663
C -0.532028 0.952652 -0.440319 0.2 0.1 -2.6 0.237
O -0.194112 0.868174 -1.659762 -0.8 0.8 2.4 -0.751
N 0.198603 -1.061419 2.390211 0.3 0.0 -0.1 -0.318
H -0.878884 3.552131 -1.185414 -0.1 -0.1 0.2 0.355
H -2.310167 3.683677 -0.103434 0.0 0.3 -0.4 0.264
H -2.354553 2.666152 -1.579941 0.0 -0.1 0.2 0.341
H -2.235565 2.721446 1.743055 -0.2 0.1 0.4 0.396
H -1.391403 0.804238 3.386322 0.0 0.5 -1.3 0.363
H -0.040360 -1.059511 3.370597 0.3 -0.3 0.0 0.224
H 0.877255 -1.777498 2.055052 -1.1 1.2 0.5 0.069
```
Forces are in eV/Å.

Properties
* charge: +2
* energy: -1041.5838 a.u.
* strongest force on any atom: 4.59 eV/A
* frontier orbital gap: 8.194 eV

***

This record from the OMol25 dataset describes the ion C9H9IN with charge +1 in a non-equilibrium geometry. The level of theory is wB97M-V/def2-TZVPD.

XYZ file:
```
20
Properties=species:S:1:pos:R:3:forces:R:3:mulliken_charge:R:1
C 1.449385 -2.179270 -0.020253 0.3 -1.1 0.1 -1.119
N 1.144053 -0.774535 -0.036075 1.2 0.7 -0.1 0.195
C 2.030473 0.178488 -0.047489 -0.9 2.2 -0.1 -0.117
I 4.075908 -0.009516 0.020379 -0.5 -0.1 -0.1 0.338
C 1.264215 1.605155 -0.101749 1.2 -2.2 0.1 -0.379
C -0.143357 1.137523 -0.031129 -0.1 -0.6 0.0 0.772
C -1.320944 1.854751 0.027092 0.0 -0.2 0.0 -0.656
C -2.517018 1.150856 0.101102 0.0 0.0 0.0 -0.523
C -2.535322 -0.238149 0.090204 0.0 0.1 0.0 -0.706
C -1.361850 -0.970917 0.031275 0.4 -0.1 0.0 -0.679
C -0.167364 -0.268479 -0.016981 -1.5 1.1 0.0 0.467
H 2.338958 -2.373723 -0.619276 -0.1 0.1 0.0 0.426
H 0.619777 -2.749491 -0.432480 0.0 0.1 0.0 0.331
H 1.648679 -2.518685 1.001062 -0.1 0.1 -0.1 0.373
H 1.513048 2.094344 -1.043741 0.1 0.0 -0.1 0.338
H 1.592455 2.249071 0.713339 0.1 -0.1 0.1 0.378
H -1.315014 2.933214 0.021063 0.0 0.1 0.0 0.458
H -3.446303 1.691291 0.177256 -0.1 0.1 0.0 0.405
H -3.475141 -0.764167 0.129978 -0.1 0.0 0.0 0.414
H -1.394639 -2.047764 0.036432 0.0 -0.1 0.0 0.284
```
Forces are in eV/Å.

Properties
* charge: +1
* energy: -700.5528 a.u.
* ΔE to the lowest compared entry with this formula, charge and spin: 0.000 eV
* strongest force on any atom: 2.51 eV/A
* frontier orbital gap: 8.471 eV